{
  "formula": "C10H12O",
  "method": "ωB97M-V/def2-TZVPD",
  "homo_energy_ev": -8.56,
  "relative_energy_kcal_mol": 38.9,
  "charge": 0,
  "lumo_ev": 0.8,
  "orbital_gap_ev": 9.343,
  "smiles": "Oc1ccccc1.CC#CC",
  "e_tot_ha": -463.423233,
  "molar_mass_g_mol": 148.2,
  "species": ["O", "C", "C", "C", "C", "C", "C", "H", "H", "H", "H", "H", "H", "C", "C", "C", "C", "H", "H", "H", "H", "H", "H"],
  "positions_angstrom": [[1.63932, -0.38835, -0.55651], [1.62570, 0.16911, 0.69719], [2.83605, 0.20584, 1.39027], [2.88287, 0.76006, 2.66709], [1.73002, 1.27878, 3.25899], [0.52420, 1.23886, 2.56098], [0.46845, 0.68551, 1.28160], [0.72364, -0.34733, -0.92528], [3.73442, -0.20600, 0.91181], [3.83834, 0.78606, 3.20747], [1.77208, 1.71468, 4.26588], [-0.39077, 1.64306, 3.01382], [-0.48223, 0.65484, 0.73309], [-1.95840, 0.80011, -3.53677], [-2.05126, -0.34417, -2.62861], [-2.12868, -1.29537, -1.87327], [-2.22204, -2.43912, -0.96449], [-1.27770, 1.56320, -3.12330], [-2.95219, 1.25632, -3.68118], [-1.57239, 0.47946, -4.51901], [-1.55776, -2.29374, -0.09605], [-3.25666, -2.55578, -0.60040], [-1.92504, -3.36606, -1.48332]],
  "forces_ev_per_a": [[-1.1663, 0.2152, -0.0898], [0.0986, 0.0054, 0.0589], [0.2196, -0.0559, -0.0137], [0.1205, -0.0241, 0.0066], [-0.0263, 0.1073, 0.2301], [-0.0601, 0.0288, 0.0433], [-0.1714, 0.0004, -0.0644], [0.9791, -0.0936, 0.3100], [-0.4530, 0.2065, 0.2376], [-0.4668, -0.0102, -0.2584], [-0.0197, -0.2223, -0.5136], [0.4476, -0.1966, -0.2210], [0.3794, 0.0048, 0.1908], [0.0040, 0.1522, -0.1396], [-0.0414, -1.2707, 1.0698], [0.1670, 1.3207, -0.9926], [-0.0271, -0.1731, 0.1147], [-0.2784, -0.2491, -0.2219], [0.4164, -0.1363, 0.0232], [-0.1529, 0.1855, 0.3678], [-0.2735, -0.1314, -0.2916], [0.4253, 0.0015, -0.1063], [-0.1208, 0.3351, 0.2599]]
}

***

{
  "formula": "C45H109BrClNO14SSi2",
  "method": "ωB97M-V/def2-TZVPD",
  "homo_energy_ev": -9.62,
  "charge": 0,
  "lumo_ev": -0.1,
  "orbital_gap_ev": 9.561,
  "e_tot_ha": -6899.567518,
  "molar_mass_g_mol": 1092.0,
  "species": ["C", "C", "C", "C", "C", "C", "C", "C", "C", "Si", "C", "C", "O", "Br", "O", "Si", "C", "C", "C", "C", "S", "O", "O", "Cl", "N", "C", "C", "C", "O", "H", "H", "H", "H", "H", "H", "H", "H", "H", "H", "H", "H", "H", "H", "H", "H", "H", "H", "H", "H", "H", "H", "H", "H", "H", "H", "H", "H", "H", "H", "H", "H", "H", "H", "H", "H", "H", "C", "C", "C", "O", "H", "H", "H", "H", "H", "H", "H", "H", "C", "C", "C", "O", "H", "H", "H", "H", "H", "H", "H", "H", "C", "C", "C", "O", "H", "H", "H", "H", "H", "H", "H", "H", "C", "C", "C", "O", "H", "H", "H", "H", "H", "H", "H", "H", "C", "C", "C", "O", "H", "H", "H", "H", "H", "H", "H", "H", "C", "C", "C", "O", "H", "H", "H", "H", "H", "H", "H", "H", "C", "C", "C", "O", "H", "H", "H", "H", "H", "H", "H", "H", "C", "C", "C", "O", "H", "H", "H", "H", "H", "H", "H", "H", "C", "C", "C", "O", "H", "H", "H", "H", "H", "H", "H", "H"],
  "positions_angstrom": [[1.04195, -3.54608, 3.77526], [0.38769, -4.83766, 4.28360], [-0.91633, -4.60507, 5.07685], [-2.15226, -5.07745, 4.32364], [-2.33290, -4.40546, 2.94966], [-3.46456, -3.37912, 2.91951], [-3.29467, -2.16875, 3.83459], [-1.96982, -1.42728, 3.66387], [-2.05187, -0.37588, 2.54342], [-0.39743, -0.10173, 1.72674], [1.00212, -0.07270, 3.01700], [1.47427, 1.25390, 3.49282], [0.95221, 2.33394, 3.33987], [3.15932, 1.13313, 4.56082], [-0.56598, 1.27631, 0.79393], [0.50796, 1.63066, -0.42082], [1.06051, 3.40670, -0.17252], [0.56513, 4.26240, -1.36238], [-0.86619, 4.73844, -1.07742], [-1.68190, 4.95784, -2.35448], [-2.29062, 3.47820, -3.12405], [-1.24610, 2.76214, -3.78055], [-3.39865, 3.81982, -3.94926], [-2.96423, 2.27923, -1.62421], [1.85070, 0.49284, -0.53362], [3.07828, 1.17295, -1.02746], [1.62228, -0.65143, -1.39678], [1.08417, -0.44553, -2.78546], [1.87817, -1.77226, -0.99012], [2.11498, -3.65570, 3.75661], [0.75210, -2.74323, 4.44420], [0.66160, -3.31195, 2.78820], [1.10581, -5.31904, 4.92929], [0.15276, -5.50906, 3.46639], [-1.01310, -3.57154, 5.38942], [-0.84787, -5.17990, 5.99562], [-3.04271, -4.87778, 4.90628], [-2.04049, -6.14358, 4.16997], [-1.41335, -3.97854, 2.57253], [-2.63077, -5.18115, 2.25194], [-4.39504, -3.87442, 3.17562], [-3.53263, -3.03520, 1.89138], [-3.48587, -2.42867, 4.87038], [-4.06882, -1.46345, 3.54947], [-1.14845, -2.11396, 3.51475], [-1.79597, -0.90392, 4.59717], [-2.77544, -0.66831, 1.79036], [-2.39796, 0.55341, 2.97936], [-0.13619, -1.25788, 0.84927], [1.84516, -0.61873, 2.60772], [0.66011, -0.66418, 3.85970], [-0.23808, 1.62832, -1.68303], [2.11778, 3.52574, 0.00125], [0.54754, 3.76561, 0.71237], [1.22828, 5.10997, -1.48677], [0.57593, 3.69745, -2.28485], [-1.34443, 4.01960, -0.42456], [-0.80683, 5.68161, -0.54976], [-1.07756, 5.48550, -3.07767], [-2.53130, 5.59214, -2.14072], [3.64879, 1.57433, -0.20240], [3.73219, 0.48170, -1.54496], [2.87957, 2.00187, -1.70255], [0.88867, -1.40805, -3.23006], [0.15545, 0.10395, -2.79556], [1.79433, 0.05523, -3.43439], [-4.97711, 2.73317, 1.70404], [-5.32234, 1.43955, 2.42427], [-6.79726, 1.38825, 2.79013], [-4.52432, 1.30411, 3.60336], [-5.17573, 3.59626, 2.34462], [-3.91444, 2.75836, 1.45187], [-5.55871, 2.84311, 0.78809], [-5.07342, 0.58874, 1.78775], [-7.05267, 2.21042, 3.46360], [-7.02862, 0.45680, 3.30828], [-7.42854, 1.46381, 1.90464], [-4.73100, 2.04525, 4.18111], [4.86781, -4.95010, 1.87044], [3.84885, -6.01918, 1.51302], [4.26486, -6.79309, 0.26909], [2.56835, -5.42317, 1.30623], [4.96201, -4.22373, 1.05734], [4.54907, -4.40562, 2.75962], [5.85028, -5.38499, 2.06127], [3.73656, -6.70262, 2.35089], [4.33863, -6.12686, -0.59561], [3.52138, -7.55322, 0.02769], [5.23038, -7.28200, 0.41064], [2.64574, -4.80967, 0.56822], [6.59700, 3.57784, 3.36194], [5.69755, 4.37076, 2.42654], [4.71471, 5.23716, 3.19980], [4.98691, 3.48406, 1.56158], [6.00012, 2.90764, 3.98608], [7.29136, 2.96030, 2.79165], [7.17137, 4.23783, 4.01353], [6.30929, 4.99995, 1.77873], [4.06269, 4.61462, 3.81864], [4.07608, 5.79580, 2.51409], [5.23427, 5.94488, 3.84732], [4.43995, 2.91977, 2.11870], [2.58045, -7.75249, 6.47028], [3.46736, -7.72602, 5.23462], [4.84491, -8.30198, 5.52617], [3.58934, -6.38992, 4.74619], [3.01825, -7.14537, 7.26758], [1.59859, -7.33532, 6.24500], [2.44949, -8.76922, 6.84299], [2.99440, -8.29736, 4.43463], [5.35090, -7.71131, 6.29472], [5.46810, -8.27409, 4.63172], [4.77846, -9.33423, 5.87231], [4.00426, -5.86016, 5.43453], [-0.46835, 1.89357, -7.28513], [-0.91258, 0.48819, -6.90791], [-2.39863, 0.44737, -6.58413], [-0.15589, 0.02051, -5.79206], [-0.63723, 2.58174, -6.45204], [0.59873, 1.90902, -7.51098], [-1.01419, 2.26246, -8.15480], [-0.69726, -0.19699, -7.72870], [-2.62102, 1.09666, -5.73251], [-2.70247, -0.56406, -6.31193], [-2.99887, 0.77527, -7.43430], [-0.33513, 0.61633, -5.05525], [-8.07948, 6.90664, 1.85618], [-7.12895, 5.76816, 1.51818], [-6.22999, 6.12141, 0.34186], [-7.87378, 4.58728, 1.21821], [-8.73358, 7.12250, 1.00734], [-8.71751, 6.63367, 2.69671], [-7.53489, 7.81633, 2.11300], [-6.51461, 5.53478, 2.38843], [-6.82897, 6.31446, -0.55210], [-5.56019, 5.29177, 0.11154], [-5.62888, 7.00725, 0.55361], [-8.42145, 4.77732, 0.44995], [5.74629, 3.31118, -5.13938], [4.35753, 2.88452, -4.68999], [3.31518, 3.15516, -5.76478], [4.00324, 3.56163, -3.48313], [5.76864, 4.38551, -5.34162], [6.47912, 3.11198, -4.35733], [6.04985, 2.78328, -6.04420], [4.36334, 1.82037, -4.44855], [3.26419, 4.22501, -5.98584], [2.32568, 2.84507, -5.42571], [3.54887, 2.62289, -6.68764], [3.99010, 4.50623, -3.66522], [5.56671, -2.52747, -3.63520], [5.20512, -3.88723, -3.05518], [3.71758, -3.98193, -2.75748], [5.95986, -4.12495, -1.86533], [5.32766, -1.73367, -2.92092], [6.63626, -2.46978, -3.83991], [5.02309, -2.33437, -4.56143], [5.49180, -4.67031, -3.75794], [3.42629, -3.23282, -2.01905], [3.47157, -4.95869, -2.33958], [3.12085, -3.82860, -3.65844], [5.72113, -3.44157, -1.23111], [-6.84181, 1.01706, -4.53481], [-7.00645, 2.19475, -5.48423], [-5.78525, 2.36015, -6.37261], [-7.23089, 3.39367, -4.74242], [-5.98030, 1.17469, -3.87952], [-7.72119, 0.91292, -3.89844], [-6.69418, 0.08406, -5.08094], [-7.89473, 2.04540, -6.09929], [-4.90232, 2.55580, -5.75872], [-5.91003, 3.21036, -7.04391], [-5.60086, 1.46650, -6.97167], [-6.45182, 3.54457, -4.19597]],
  "forces_ev_per_a": [[-0.6201, -0.5890, 0.1312], [-0.2893, 0.6143, 0.3815], [0.1714, -0.4786, 0.0134], [0.4943, 0.6692, -0.4594], [-0.8037, -0.3961, 0.3546], [0.6751, 0.1444, 0.0895], [-0.0473, -0.0736, -0.5098], [-0.6996, 0.3019, 0.0483], [0.9306, 0.0106, 0.2947], [-1.1255, 0.1460, 0.0757], [0.0077, 0.2458, -0.6393], [-1.2883, 2.0375, -0.1511], [1.2863, -2.1865, 0.3559], [-0.1762, 0.1243, -0.2239], [0.9868, -0.7828, -0.1644], [-0.1896, 0.7506, 0.4544], [-0.3153, -0.1393, -0.3976], [0.0689, -0.1690, 0.6210], [0.5793, -0.2085, -0.7034], [0.0868, 0.1613, 1.4442], [0.0002, -0.0316, -1.3030], [0.7415, -0.2703, 0.3499], [-0.8258, 0.2927, 0.2289], [-0.1234, 0.3218, 0.0453], [-0.4754, 0.1067, -0.8099], [0.2007, 0.2859, 0.1320], [0.1613, -1.3860, 0.9929], [0.0465, -0.4541, -0.1967], [-0.1860, 1.2488, -0.3587], [0.3251, 0.1261, -0.2289], [0.2381, 0.2649, 0.1770], [0.1961, 0.2303, -0.3350], [0.2034, -0.3579, 0.1094], [0.2915, -0.2146, -0.2556], [-0.0265, 0.3538, -0.0346], [-0.0857, -0.0937, 0.3097], [-0.2974, -0.2233, 0.2856], [-0.1685, -0.3432, 0.1091], [0.2693, 0.0597, -0.0636], [0.1179, -0.1382, -0.3447], [-0.2829, -0.1260, -0.0742], [-0.2482, 0.1499, -0.2722], [0.1421, -0.1935, 0.2546], [-0.3166, 0.2187, 0.2397], [0.1661, -0.2695, 0.0121], [0.3636, 0.1465, 0.2360], [-0.1438, -0.0859, -0.3009], [-0.2203, 0.2314, -0.0598], [0.1939, -0.0550, -0.0224], [0.2757, -0.1164, -0.0286], [0.0006, 0.0015, 0.3585], [-0.0869, -0.0678, 0.0547], [0.4193, 0.0059, 0.0241], [0.0491, 0.0284, 0.4311], [0.0708, 0.2842, -0.1785], [0.1540, -0.1514, -0.3048], [-0.3461, -0.0464, 0.1474], [-0.1964, 0.2215, 0.2139], [0.1301, -0.2030, -0.6304], [-0.5062, -0.1314, -0.0921], [0.1095, 0.0835, 0.3194], [0.0449, -0.3065, -0.0783], [-0.0182, 0.0870, -0.2582], [0.0326, -0.3687, -0.0653], [-0.1233, 0.2651, 0.0615], [0.1995, 0.3573, 0.0201], [0.2982, -0.0612, -0.1484], [-0.2731, 0.4533, 0.2239], [-0.0300, -0.2160, 0.0246], [0.0568, -0.1730, -0.1032], [-0.1293, -0.0294, 0.0139], [0.0072, -0.0659, -0.0090], [-0.0540, 0.0352, 0.0374], [0.1137, -0.0619, 0.0908], [0.0060, 0.0812, -0.0845], [0.0247, -0.0269, -0.0330], [-0.0105, 0.0598, 0.0072], [-0.0439, 0.0428, 0.0422], [-0.0214, 0.0645, 0.1665], [0.1786, 0.1846, -0.5279], [-0.0941, -0.0851, -0.0325], [-0.1272, -0.1443, 0.2321], [0.0291, -0.0826, -0.0604], [-0.0106, -0.0532, 0.0409], [0.0091, 0.0119, -0.0271], [-0.1381, 0.0532, 0.0775], [0.1465, 0.0292, 0.1064], [-0.0152, -0.0480, 0.0698], [0.0149, 0.0260, -0.0317], [-0.0176, 0.0751, -0.0605], [0.1190, -0.0625, -0.0883], [-0.2121, -0.1537, 0.3916], [-0.0628, 0.0986, -0.1007], [0.0659, 0.0733, -0.2426], [-0.0474, 0.0705, 0.0428], [0.0182, 0.0366, -0.0205], [-0.0106, -0.0006, 0.0174], [-0.0392, -0.0544, -0.1208], [0.0669, -0.0340, 0.0485], [0.0449, 0.0138, -0.0123], [-0.0025, -0.0056, 0.0201], [-0.0350, -0.0573, 0.0904], [-0.1571, 0.0265, -0.0706], [0.2069, 0.1203, 0.4458], [0.0568, -0.0305, -0.1642], [-0.0934, -0.0789, -0.1526], [0.0743, -0.0551, 0.0118], [-0.0110, -0.0353, -0.0323], [0.0132, 0.0015, 0.0191], [-0.0191, 0.1047, -0.0924], [-0.0591, -0.0218, 0.0678], [-0.0290, -0.0258, -0.0210], [0.0060, 0.0024, 0.0212], [0.0282, 0.0152, 0.0452], [0.1495, 0.0218, -0.0548], [-0.2151, 0.3894, 0.2357], [-0.0452, -0.1545, 0.0185], [0.1308, -0.1611, -0.0540], [-0.0992, -0.0353, -0.0075], [-0.0009, -0.0360, -0.0457], [-0.0121, 0.0084, 0.0032], [0.0822, -0.0822, 0.0611], [0.0367, 0.0811, -0.0657], [0.0116, -0.0239, -0.0459], [-0.0033, 0.0225, 0.0113], [-0.0492, 0.0755, 0.0059], [-0.0221, -0.0238, 0.1671], [-0.2682, 0.2449, -0.4798], [0.1477, -0.0852, 0.0260], [0.1817, -0.1216, 0.2630], [0.0727, 0.0321, -0.0574], [0.0356, -0.0073, 0.0277], [-0.0080, 0.0132, -0.0198], [-0.0582, -0.1416, 0.0267], [-0.0406, 0.0763, 0.0351], [0.0196, -0.0026, 0.0454], [-0.0154, 0.0165, -0.0153], [-0.0438, -0.0075, -0.0411], [0.1015, -0.0862, 0.1268], [0.0197, 0.4302, -0.3033], [-0.1428, -0.1043, 0.0825], [-0.0795, -0.2877, 0.1784], [-0.0588, -0.0046, -0.0759], [-0.0086, -0.0430, -0.0013], [-0.0063, 0.0176, -0.0136], [-0.0316, 0.0067, 0.1320], [0.0897, 0.0085, -0.0380], [0.0102, -0.0529, -0.0072], [-0.0007, 0.0125, -0.0101], [0.0247, 0.0539, -0.0249], [0.1510, -0.0214, -0.0821], [-0.2257, 0.3874, 0.1859], [0.0295, -0.1580, 0.0348], [0.0956, -0.2189, -0.1689], [-0.0946, -0.0211, 0.0004], [-0.0048, -0.0302, -0.0236], [-0.0194, 0.0160, 0.0085], [0.1091, -0.0654, 0.0830], [-0.0233, 0.0854, -0.0665], [-0.0006, -0.0420, -0.0897], [-0.0158, 0.0183, 0.0191], [-0.0172, 0.0403, 0.0540], [-0.1588, -0.0312, 0.0573], [0.4335, -0.0650, 0.2114], [0.0238, 0.0799, -0.1292], [-0.2536, 0.0016, -0.0643], [0.0696, 0.0003, -0.0737], [-0.0252, -0.0078, -0.0350], [0.0249, -0.0002, 0.0071], [-0.0739, 0.1173, 0.0469], [0.0120, -0.0690, 0.0079], [-0.0481, -0.0176, -0.0169], [-0.0028, -0.0085, 0.0210], [0.0713, 0.0228, -0.0226]]
}

***

{
  "formula": "C11H15N3NiOS2",
  "method": "ωB97M-V/def2-TZVPD",
  "homo_energy_ev": [-8.12, -8.17],
  "relative_energy_kcal_mol": 22.6,
  "charge": 0,
  "lumo_ev": [-1.2, -1.2],
  "orbital_gap_ev": [6.899, 6.980],
  "e_tot_ha": -2972.324488,
  "molar_mass_g_mol": 328.1,
  "species": ["Ni", "C", "S", "C", "S", "N", "N", "C", "C", "C", "C", "C", "C", "N", "H", "H", "H", "H", "H", "H", "H", "H", "C", "C", "C", "O", "H", "H", "H", "H", "H", "H", "H"],
  "positions_angstrom": [[0.34491, -0.07126, -0.39099], [2.47613, -4.42172, -2.52950], [1.05890, -4.56532, -1.40805], [0.98480, -2.92200, -0.79308], [1.18880, -1.57001, -1.86521], [0.77911, -2.81018, 0.48897], [0.58810, -1.52681, 0.87030], [0.80322, -1.19816, 2.08822], [0.69390, 0.22460, 2.38685], [0.60508, 0.75623, 3.66515], [0.51003, 2.12893, 3.81407], [0.50794, 2.93351, 2.68396], [0.59089, 2.33017, 1.43957], [0.68689, 1.01573, 1.29665], [2.59149, -5.39321, -3.00503], [3.36604, -4.18639, -1.95163], [2.28664, -3.65816, -3.27826], [1.11017, -1.94210, 2.81570], [0.58825, 0.09310, 4.51999], [0.43121, 2.57126, 4.79820], [0.43861, 4.00877, 2.76304], [0.57942, 2.90513, 0.52176], [-2.17881, 0.79272, -2.85971], [-1.69333, 1.05107, -1.43531], [-2.42126, 2.23901, -0.80483], [-0.30864, 1.26745, -1.41622], [-3.24354, 0.54744, -2.86853], [-1.61719, -0.03689, -3.28957], [-2.00826, 1.68368, -3.46671], [-1.96413, 0.14903, -0.83616], [-2.20814, 3.13627, -1.38881], [-2.06654, 2.39439, 0.21607], [-3.50068, 2.07372, -0.78088]],
  "forces_ev_per_a": [[0.2896, -0.6245, 0.3670], [-0.2422, 0.0681, 0.0417], [0.2249, -0.0928, 0.1723], [0.1988, 0.6538, -0.1778], [-0.4935, -0.0385, -0.0470], [-0.2855, -0.8220, 0.1574], [0.7156, 0.6904, -0.1555], [-0.1522, -0.4082, -0.1453], [0.0763, 0.5111, 0.1355], [0.0694, -0.3225, -0.0122], [-0.0288, 0.2135, -0.1454], [0.0796, -0.0752, 0.2412], [0.0677, 0.1164, -0.1661], [-0.6525, -0.0888, 0.0019], [-0.0236, -0.0087, 0.0018], [0.0394, 0.0095, -0.0678], [0.0549, -0.0313, -0.0471], [-0.1569, 0.0146, 0.0944], [0.0507, 0.0228, 0.0028], [0.0004, -0.0313, 0.0107], [-0.0053, -0.0029, -0.0283], [-0.0909, -0.0904, -0.0596], [0.0453, -0.0431, 0.1836], [-0.1178, 0.0080, -0.1140], [0.0867, -0.1804, -0.0322], [0.2975, 0.3757, -0.1138], [0.0026, 0.0229, -0.0715], [-0.0205, 0.0056, -0.0314], [-0.0008, -0.0137, -0.0256], [0.0299, 0.0480, -0.0047], [-0.0171, 0.0255, 0.0238], [-0.0447, 0.0364, 0.0110], [0.0029, 0.0521, 0.0002]]
}